1.
{
  "formula": "C40H84As5F30N6O10",
  "method": "ωB97M-V/def2-TZVPD",
  "total_energy_ha": -16830.6360,
  "charge": -1,
  "homo_lumo_gap_ev": 5.485,
  "fmax_ev_per_a": 19.58,
  "symbols": ["C", "C", "O", "N", "H", "H", "C", "H", "H", "H", "H", "H", "H", "C", "C", "O", "N", "H", "H", "C", "H", "H", "H", "H", "H", "H", "C", "C", "O", "N", "H", "H", "C", "H", "H", "H", "H", "H", "H", "C", "C", "C", "C", "C", "C", "N", "O", "C", "C", "C", "H", "H", "H", "H", "H", "H", "H", "H", "H", "H", "H", "H", "H", "H", "H", "H", "H", "H", "C", "C", "C", "C", "C", "C", "N", "O", "C", "C", "C", "H", "H", "H", "H", "H", "H", "H", "H", "H", "H", "H", "H", "H", "H", "H", "H", "H", "H", "C", "C", "C", "C", "C", "C", "N", "O", "C", "C", "C", "H", "H", "H", "H", "H", "H", "H", "H", "H", "H", "H", "H", "H", "H", "H", "H", "H", "H", "C", "C", "O", "O", "H", "H", "H", "C", "C", "O", "O", "H", "H", "H", "As", "F", "F", "F", "F", "F", "F", "As", "F", "F", "F", "F", "F", "F", "As", "F", "F", "F", "F", "F", "F", "As", "F", "F", "F", "F", "F", "F", "As", "F", "F", "F", "F", "F", "F"],
  "coordinates": [[0.291184, -6.344110, 19.066241], [1.242822, -7.526348, 18.945948], [1.656693, -8.088086, 19.996050], [1.633996, -7.909193, 17.763308], [1.282985, -7.430329, 16.960953], [2.950064, -5.233938, 17.687731], [2.198328, -9.281857, 17.598891], [0.724111, -5.361412, 18.827355], [-0.271060, -6.449343, 19.970133], [-0.365099, -6.385840, 18.200804], [3.110605, -9.313978, 18.244420], [2.478157, -9.566884, 16.589858], [1.505299, -9.978229, 18.055041], [0.378430, -12.800947, 23.654849], [-0.578854, -13.517427, 22.912574], [-0.622780, -13.977576, 21.810514], [-1.968277, -13.512159, 23.789444], [-1.678840, -14.075628, 24.578083], [-2.095397, -12.536350, 24.094409], [-3.166766, -13.988954, 23.183390], [0.103476, -11.767366, 23.477182], [1.366540, -12.926825, 23.149881], [0.339269, -12.931606, 24.726354], [-3.620159, -14.873008, 23.632218], [-2.918351, -14.224633, 22.153341], [-3.841591, -13.158385, 23.143975], [10.081978, -5.180804, 22.614490], [8.708130, -4.684796, 22.892414], [8.082996, -5.055070, 23.827987], [8.162309, -3.905548, 21.905870], [8.806846, -3.795114, 21.098713], [8.079060, -7.126056, 17.971990], [6.963092, -3.072546, 21.919620], [10.237659, -6.131465, 23.155019], [10.864635, -4.472580, 22.796726], [10.249481, -5.434080, 21.559076], [6.682593, -2.836851, 20.902218], [7.299973, -2.195314, 22.478066], [6.134013, -3.606504, 22.391287], [1.371714, -9.349803, 22.782576], [2.191622, -9.229193, 24.068633], [3.263355, -10.379606, 24.335462], [4.337088, -10.325926, 23.288290], [5.197694, -9.061050, 23.627456], [4.391593, -7.808233, 23.329297], [2.980372, -7.913447, 24.007639], [2.404299, -6.821780, 24.307416], [4.115902, -7.558323, 21.776242], [5.080549, -6.606105, 23.923687], [1.325683, -9.186897, 25.325375], [0.715391, -8.489368, 22.640304], [0.798543, -10.257788, 22.861753], [2.033955, -9.405078, 21.940886], [2.802833, -11.330974, 24.133326], [3.796675, -10.398207, 25.289133], [3.898634, -10.322805, 22.272698], [4.909157, -11.263703, 23.359232], [6.096946, -9.052165, 22.958321], [5.501519, -9.081704, 24.668608], [3.554730, -8.398007, 21.384659], [5.099235, -7.516844, 21.326773], [3.612528, -6.603955, 21.673039], [5.266979, -6.601133, 25.009142], [4.609074, -5.684921, 23.602589], [6.059305, -6.557327, 23.430701], [1.898100, -8.997989, 26.193321], [1.032419, -10.241306, 25.362740], [0.362295, -8.688396, 25.284232], [-2.185533, -7.896929, 31.421587], [-2.132594, -6.847017, 30.286359], [-0.934587, -6.975404, 29.270579], [-1.118190, -8.121820, 28.319395], [-2.346994, -7.849473, 27.516728], [-3.730574, -7.948460, 28.417171], [-3.495736, -6.815113, 29.481311], [-4.188007, -6.034846, 29.562425], [-4.066239, -9.311603, 29.061195], [-4.850039, -7.403954, 27.539876], [-2.105903, -5.436643, 30.852260], [-1.852524, -8.866358, 31.067629], [-3.191691, -7.919182, 31.918876], [-1.397076, -7.603153, 32.116544], [0.034546, -7.004828, 29.776851], [-1.012235, -5.994460, 28.821999], [-1.335015, -9.035632, 28.899905], [-0.227938, -8.348319, 27.726213], [-2.440026, -8.592297, 26.733456], [-2.363696, -6.800915, 27.124306], [-3.205158, -9.906156, 29.359505], [-4.706777, -9.789031, 28.336584], [-4.664745, -9.171522, 29.981831], [-5.012535, -8.168817, 26.794552], [-4.600198, -6.519909, 26.962600], [-5.754102, -7.276111, 28.179820], [-2.384986, -4.609860, 30.171487], [-1.086802, -5.344703, 31.271533], [-2.706944, -5.269586, 31.780937], [2.849693, -1.934268, 29.850821], [1.585084, -2.178872, 29.016417], [1.433370, -1.340049, 27.740545], [2.499834, -1.747474, 26.695102], [2.135257, -3.142538, 26.193679], [2.250808, -4.172212, 27.349389], [1.531210, -3.670191, 28.584514], [0.759826, -4.398151, 29.221076], [3.729141, -4.416168, 27.667323], [1.451141, -5.385073, 26.885602], [0.381409, -1.996119, 29.979754], [2.653583, -0.970586, 30.420915], [3.839321, -1.861461, 29.414352], [2.972613, -2.689712, 30.665239], [1.603347, -0.293765, 28.022739], [0.420049, -1.371065, 27.306334], [3.437601, -1.837589, 27.243737], [2.594581, -0.960329, 25.973986], [2.861776, -3.483317, 25.439890], [1.120374, -3.209174, 25.769842], [4.386173, -3.577311, 27.842456], [4.113603, -4.957166, 26.830716], [3.744510, -5.109842, 28.488196], [1.655621, -6.308644, 27.447091], [1.786761, -5.554498, 25.838555], [0.375316, -5.174746, 26.842301], [0.310321, -0.928140, 30.059073], [0.502754, -2.316719, 31.002125], [-0.603605, -2.244651, 29.594593], [7.561557, -8.868745, 19.323073], [8.660794, -8.884909, 18.230932], [9.534979, -9.639133, 17.817482], [8.593439, -7.627622, 17.446682], [7.508294, -9.763377, 19.969004], [6.590221, -8.848828, 18.834145], [7.630741, -8.093155, 20.095308], [4.902553, -6.346377, 17.943025], [4.671093, -5.459610, 16.677002], [3.489892, -4.670467, 16.809424], [5.328867, -5.254479, 15.679715], [5.454290, -5.850310, 18.766717], [5.393865, -7.304660, 17.771028], [3.962993, -6.536710, 18.467056], [2.999276, -2.883710, 22.501135], [4.058747, -3.604444, 23.730501], [3.342590, -4.235175, 21.519817], [1.956738, -2.135227, 21.410449], [2.783658, -1.646307, 23.650424], [4.396340, -2.100132, 21.899330], [1.672118, -3.791588, 23.144746], [2.813962, -13.045136, 19.878877], [4.378471, -12.608760, 20.441577], [2.716453, -11.625307, 18.962268], [1.219505, -13.435476, 19.293063], [2.763832, -14.401807, 20.868029], [2.212300, -12.080942, 21.195042], [3.513263, -13.793038, 18.583070], [5.134456, -7.767762, 27.997397], [6.001127, -6.435068, 27.417638], [3.730130, -7.182513, 26.954821], [4.106174, -8.997727, 28.544526], [6.458447, -8.432126, 28.785660], [4.660811, -6.814314, 29.355167], [5.528262, -8.633624, 26.569520], [1.188349, -12.335184, 28.486488], [2.233634, -11.789048, 27.239466], [1.922413, -13.866323, 28.385192], [0.073589, -12.922914, 29.628356], [0.516832, -10.759523, 28.469899], [0.084749, -12.803023, 27.135216], [2.264768, -11.892235, 29.692654], [-3.196558, -9.731473, 24.013989], [-2.199423, -10.838016, 23.180208], [-4.497969, -9.959057, 22.933263], [-4.025008, -8.507985, 24.908754], [-1.971054, -9.471970, 25.177344], [-2.641588, -8.497675, 22.963659], [-3.890068, -10.934573, 24.995187]],
  "atomic_forces_ev_per_a": [[0.3, -0.2, -2.0], [0.4, 0.4, 4.4], [-0.9, 0.8, -1.9], [0.8, -1.5, -2.5], [-0.3, 0.1, -0.3], [2.2, 3.0, -4.0], [1.0, 0.9, 1.6], [0.4, -0.2, 1.1], [-0.1, 0.4, 0.5], [-0.7, -0.4, 0.0], [-0.7, -0.2, -0.6], [-0.3, 0.4, -0.2], [0.0, -0.2, -0.2], [2.4, 0.8, -0.1], [-2.2, -1.4, -3.2], [-0.2, 0.6, 2.4], [1.7, 0.2, 0.8], [-0.1, 0.1, 0.6], [0.2, -0.2, 0.1], [-1.0, -0.5, -1.6], [-0.2, 0.4, 0.0], [-0.6, 0.0, 0.7], [0.3, -0.3, 0.4], [0.3, 0.3, 0.3], [0.0, -0.2, -0.3], [-0.7, 0.2, 0.1], [0.8, -1.5, -0.8], [-0.4, 0.6, -2.4], [-1.3, -0.5, 2.7], [1.9, -0.4, -2.0], [-0.9, 0.1, 1.0], [-3.0, 3.4, 2.4], [0.8, -0.6, 0.9], [0.0, 0.7, 0.1], [0.4, 0.5, 0.7], [-0.4, 0.1, 0.0], [0.0, 0.2, -0.1], [-1.0, 0.3, -0.1], [0.3, 0.3, 0.1], [0.7, 0.6, 0.4], [0.8, 0.1, 2.3], [-0.3, 0.5, -1.7], [1.1, 0.5, -0.1], [-0.3, -1.5, -1.9], [-0.1, 0.7, 0.4], [-2.1, 4.5, -0.4], [2.7, -5.5, -1.3], [-0.1, -0.6, 1.9], [0.6, 0.8, -0.4], [-1.0, -1.4, -1.2], [0.0, -0.1, 0.2], [-0.1, -0.1, -0.1], [-0.1, -0.3, -0.5], [-0.8, -0.3, 0.6], [-0.9, 0.4, 0.3], [0.4, 0.1, 0.4], [0.1, 0.4, -0.1], [-0.6, 0.3, 0.6], [0.1, 0.0, -0.2], [0.0, 0.3, -0.4], [0.3, 0.0, -0.1], [-0.2, 0.0, -0.2], [-0.3, -0.3, -0.5], [-0.3, 0.1, 0.3], [0.0, -0.1, 0.2], [0.6, 0.4, 1.0], [0.0, 0.0, 0.5], [0.2, 0.7, -0.2], [-0.4, 0.4, -0.5], [-0.1, 1.0, 0.4], [-0.8, 0.1, 0.9], [-0.3, -0.4, 0.7], [-1.7, 0.2, 0.8], [1.7, 1.0, -1.4], [12.1, -15.3, -2.2], [-11.4, 13.6, 1.9], [0.0, 1.2, 0.7], [-0.7, -0.9, 1.0], [0.5, 0.6, 2.0], [-0.4, -0.3, -0.1], [1.1, -0.1, -0.3], [-0.3, 0.2, 0.2], [-0.3, -0.1, 0.4], [0.5, 0.1, -0.9], [0.6, 0.1, -0.2], [-0.2, 0.2, 0.0], [-0.4, 0.4, -0.1], [0.1, -0.9, -0.1], [0.0, -0.1, -0.4], [0.1, -0.6, -0.1], [0.1, 0.0, -0.4], [-0.3, -0.2, -0.1], [0.1, 0.3, 0.3], [0.4, 0.1, -0.8], [0.6, -0.6, 0.1], [-0.2, 0.4, -0.6], [-0.1, -0.5, -0.8], [0.0, 0.6, 1.9], [-1.1, -1.1, 0.9], [0.8, 0.4, -0.3], [-1.0, -0.5, 1.2], [0.2, 0.7, 0.1], [-1.0, 0.0, -0.7], [-2.0, -1.0, 1.5], [3.0, 2.2, -2.2], [-0.7, -0.5, 0.7], [0.8, -0.8, -0.6], [0.2, 1.1, -0.6], [0.3, -1.0, -0.8], [-0.2, 0.0, -0.7], [-0.4, 0.3, -0.7], [-0.1, -0.2, 0.2], [0.3, -0.3, 0.3], [0.2, 0.3, -0.3], [0.0, 0.0, -0.7], [-0.4, 0.0, 0.2], [0.4, 0.3, 0.0], [-0.3, 0.5, 0.1], [0.2, -0.3, -0.6], [0.5, -0.2, 0.5], [-0.1, 0.4, -0.1], [-0.3, 0.0, 0.9], [0.2, 0.1, 0.1], [0.1, 0.8, 0.1], [0.2, -0.7, 0.1], [0.2, -0.6, -0.2], [0.4, -1.5, 0.5], [2.3, 1.2, -2.9], [-3.0, 1.2, 2.2], [2.4, -5.0, -0.5], [0.5, -0.1, -0.7], [0.0, 0.3, -0.1], [0.3, 0.5, -0.8], [0.1, 0.3, 0.1], [-0.7, 1.8, -0.4], [-1.0, -4.2, 4.1], [-0.5, -1.1, 1.9], [0.1, 0.3, -0.9], [-0.1, 0.2, -0.4], [-0.2, -0.3, -0.4], [1.1, -1.2, 1.4], [-0.1, -0.2, 0.1], [0.1, -0.7, -1.1], [-0.5, 0.5, -1.0], [-0.6, 1.2, 0.7], [0.2, 0.7, -0.6], [-0.4, 0.0, 0.4], [-1.2, 1.5, 0.8], [0.9, 0.1, 0.3], [0.1, 1.5, -1.0], [-0.2, -0.1, 0.2], [0.1, -1.5, 0.9], [-0.9, 0.2, 0.9], [1.1, -1.8, -2.0], [-2.0, -0.1, -1.4], [0.8, 1.1, -0.3], [0.4, 0.0, 0.9], [-0.5, -0.7, 0.2], [1.1, -0.2, 0.8], [-0.3, 0.4, 0.5], [0.5, -0.7, -0.4], [-0.1, -0.6, -2.4], [0.8, 0.3, -0.6], [0.2, -1.1, 0.0], [-0.9, -0.1, 0.5], [-1.0, 0.9, 0.3], [-0.2, 0.1, 0.5], [0.9, 0.6, 1.3], [-0.9, 2.4, -0.7], [0.6, -1.3, -0.3], [-0.6, -0.4, -0.4], [-1.1, 0.4, 0.2], [1.5, -0.5, 0.1], [0.7, 0.4, -0.1], [-0.1, -1.3, 0.8]],
  "mulliken_charge": [-1.517, 0.537, -0.308, 0.019, 0.238, 0.405, -0.815, 0.276, 0.282, 0.505, 0.085, 0.396, 0.314, 0.288, 0.279, -0.486, 0.144, 0.360, 0.096, -0.834, -0.295, 0.284, 0.299, 0.358, 0.293, 0.284, -1.337, 0.742, -0.541, -0.131, 0.226, 0.312, -0.604, 0.290, 0.333, 0.392, 0.350, 0.287, -0.035, 0.142, 1.960, -1.155, -0.474, -0.996, 1.633, 1.463, -0.659, -1.477, -1.464, -1.513, 0.323, -0.762, -0.317, 0.430, 0.213, 0.162, 0.467, 0.300, 0.259, 0.152, 0.254, 0.447, 0.115, 0.034, 0.471, 0.411, -0.293, 0.382, -1.579, 1.386, -1.059, 0.360, -0.292, 1.414, 0.928, -0.411, -1.533, -1.884, -1.774, 0.285, 0.362, 0.480, 0.765, 0.169, -0.010, -0.465, -0.255, 0.553, 0.243, 0.507, 0.342, 0.487, 0.422, 0.462, 0.401, 0.375, 0.498, -1.514, 1.140, -1.011, -0.952, -0.346, 1.543, 1.287, -0.380, -1.857, -1.050, -1.899, 0.409, 0.332, 0.393, 0.539, 0.352, 0.180, 0.603, -0.419, 0.711, 0.425, 0.201, 0.701, 0.334, -0.547, 0.673, 0.569, 0.369, 0.390, -0.741, 0.575, -0.539, -0.449, 0.442, 0.126, 0.319, 0.513, 0.653, -0.531, -0.557, 0.234, -0.034, -0.728, 1.945, -0.570, -0.509, -0.454, -0.493, -0.477, -0.485, 2.217, -0.493, -0.434, -0.544, -0.518, -0.689, -0.493, 2.269, -0.467, -0.646, -0.470, -0.472, -0.550, -0.479, 2.213, -0.497, -0.536, -0.526, -0.569, -0.596, -0.495, 2.087, -0.494, -0.507, -0.504, -0.709, -0.461, -0.509]
}

=====

2.
{
  "formula": "C17H21Cl2N3O6P2SSi",
  "method": "ωB97M-V/def2-TZVPD",
  "total_energy_ha": -3566.8873,
  "charge": 0,
  "homo_lumo_gap_ev": 3.375,
  "fmax_ev_per_a": 0.97,
  "symbols": ["C", "Si", "C", "C", "C", "C", "Cl", "N", "C", "C", "S", "C", "N", "N", "C", "O", "C", "C", "C", "P", "O", "Cl", "C", "C", "P", "O", "C", "C", "H", "H", "H", "H", "H", "H", "H", "H", "H", "H", "H", "H", "H", "H", "H", "H", "H", "H", "H", "H", "C", "O", "O", "O", "H"],
  "coordinates": [[-2.401253, 0.401094, 2.225884], [-2.237986, -0.940305, 0.926977], [-2.896830, -2.527374, 1.676269], [-3.251643, -0.621972, -0.604111], [-0.357812, -0.950970, 0.453560], [0.550481, -1.862435, 0.892547], [0.144432, -3.089410, 2.018744], [1.856706, -1.889377, 0.457052], [2.827654, -2.870726, 0.971758], [3.381285, -2.463918, 2.330708], [4.518493, -1.051542, 2.246039], [3.436460, 0.235993, 2.676831], [2.202121, 0.369211, 2.344692], [1.773527, 1.555559, 2.917847], [2.787775, 2.039630, 3.522484], [3.882308, 1.260414, 3.431176], [2.292712, -1.001907, -0.413954], [1.488020, 0.024675, -0.883416], [2.003888, 1.007759, -1.780559], [3.743919, 0.880511, -2.364951], [3.916875, 2.278950, -3.148791], [4.657563, 1.330080, -0.546369], [1.172760, 2.001516, -2.199004], [-0.152237, 2.084565, -1.703737], [-1.282053, 3.435988, -2.145416], [-2.685199, 3.129032, -1.827142], [-0.646465, 1.157998, -0.845735], [0.149376, 0.064083, -0.425529], [-1.864318, 0.091351, 3.124765], [-3.450209, 0.557173, 2.467221], [-1.942995, 1.336108, 1.903960], [-2.500079, -2.751215, 2.663425], [-3.972879, -2.380834, 1.765581], [-2.718305, -3.377672, 1.018577], [-3.944298, -1.441868, -0.784411], [-2.653399, -0.525451, -1.502954], [-3.855683, 0.278656, -0.491322], [3.641702, -2.890159, 0.251938], [2.375211, -3.855597, 0.989244], [2.592472, -2.215121, 3.033886], [3.948840, -3.283876, 2.764904], [2.795103, 2.966842, 4.066720], [3.323035, -1.090081, -0.721791], [3.530758, 3.031541, -2.682440], [1.527444, 2.744152, -2.899018], [-0.759564, 4.521784, -1.415612], [-0.978879, 3.740208, -3.483852], [-1.660774, 1.289292, -0.508255], [-5.223049, -0.369555, -4.110052], [-5.655069, 0.736987, -4.487759], [-3.933959, -0.274439, -3.460908], [-5.679201, -1.509709, -4.178361], [-3.816782, 0.684359, -3.527337]],
  "atomic_forces_ev_per_a": [[0.6, -0.2, -0.1], [-0.9, 0.0, 0.2], [0.5, 0.1, 0.0], [0.4, -0.1, 0.3], [0.1, 0.2, -0.2], [0.0, -0.1, -0.1], [0.0, -0.1, 0.1], [0.0, -0.3, 0.0], [0.3, 0.1, -0.1], [-0.2, 0.1, 0.1], [0.3, -0.1, 0.2], [-0.2, -0.1, -0.2], [-0.1, -0.2, -0.1], [-0.3, 0.0, -0.1], [-0.4, 0.3, 0.1], [0.5, 0.0, 0.1], [0.1, 0.2, -0.1], [-0.3, 0.0, 0.1], [0.2, 0.1, 0.1], [0.1, 0.0, -0.3], [-0.1, -0.1, 0.0], [0.0, 0.1, 0.2], [0.1, -0.1, 0.1], [0.2, 0.3, -0.3], [-0.5, 0.0, 0.3], [0.0, 0.0, 0.0], [-0.1, -0.1, 0.0], [0.0, -0.1, 0.2], [-0.1, 0.0, 0.1], [-0.1, 0.1, 0.0], [-0.2, 0.1, 0.0], [-0.1, 0.0, 0.1], [-0.1, 0.0, -0.1], [-0.1, -0.1, 0.0], [0.0, -0.1, -0.1], [-0.2, 0.0, -0.3], [0.0, 0.1, -0.1], [0.0, -0.1, -0.1], [-0.1, 0.0, 0.1], [-0.1, 0.0, 0.0], [0.1, -0.1, -0.1], [0.4, 0.0, 0.1], [0.0, -0.2, 0.1], [0.1, 0.2, 0.0], [-0.1, 0.1, -0.2], [0.2, 0.1, -0.2], [0.2, 0.0, 0.0], [-0.2, -0.1, 0.1], [-0.3, -0.1, -0.2], [0.1, -0.1, 0.1], [0.0, 0.3, -0.2], [0.1, 0.0, 0.1], [0.1, -0.1, 0.1]],
  "mulliken_charge": [-1.128, 0.674, -1.293, -1.280, 0.382, 0.639, -0.164, 0.227, -1.371, -0.580, -0.129, 0.288, 0.449, -0.797, -0.005, -0.321, -1.048, 1.087, -0.039, -0.036, -0.434, -0.180, -0.456, -0.446, 0.360, -0.550, -1.165, 0.104, 0.313, 0.409, 0.371, 0.345, 0.340, 0.383, 0.599, 0.367, 0.426, 0.429, 0.564, 0.382, 0.543, 0.434, 0.534, 0.341, 0.619, 0.086, 0.074, 0.669, 0.611, -0.731, -0.437, -0.705, 0.249]
}